No. 1
C18H52N4O6 | ωB97M-V with the def2-TZVPD basis set

Cartesian coordinates (Å):
1 C -1.65342 1.87838 2.96078
2 C -0.89232 2.30524 4.24269
3 C -0.64205 1.11922 5.28577
4 O -1.87731 0.41911 5.63423
5 C -1.80693 -0.77455 6.36413
6 N 0.42254 2.84229 3.76797
7 H -2.06983 2.72625 2.41687
8 H -2.60712 1.43491 3.24695
9 H -1.05927 1.20470 2.34334
10 H -1.26572 3.15154 4.81927
11 H -0.14044 1.38902 6.21512
12 H 0.10524 0.46658 4.83441
13 H -1.20262 -0.73331 7.27034
14 H -1.36104 -1.56843 5.76494
15 H -2.81330 -1.09910 6.62869
16 H 0.37397 3.58495 3.08519
17 H 0.69678 2.10841 3.13055
18 C 2.06976 -3.84600 3.00182
19 C 3.05077 -3.32151 1.87846
20 C 2.80987 -4.11174 0.51442
21 O 3.72115 -3.76640 -0.50546
22 C 3.22013 -2.96562 -1.51838
23 N 2.67367 -1.91958 1.80132
24 H 2.19712 -4.89319 3.27619
25 H 1.03191 -3.62999 2.74823
26 H 2.37515 -3.35063 3.92347
27 H 4.07113 -3.45261 2.23871
28 H 1.75479 -4.04211 0.24973
29 H 2.86006 -5.15524 0.82539
30 H 2.32220 -3.32148 -2.02354
31 H 4.05798 -2.97505 -2.21553
32 H 3.01918 -1.94824 -1.18274
33 H 3.39301 -1.59527 1.17087
34 H 2.92045 -1.45551 2.66378
35 C 0.70688 3.01702 -4.63420
36 C 1.54621 1.69200 -4.94581
37 C 2.98553 1.51340 -4.25163
38 O 3.58626 0.33979 -4.96486
39 C 4.82864 0.02533 -4.49322
40 N 0.69351 0.53061 -4.63574
41 H 0.22943 3.21124 -3.67377
42 H -0.10910 2.96688 -5.35515
43 H 1.30003 3.90970 -4.83269
44 H 1.55498 1.85769 -6.02311
45 H 2.85564 1.30606 -3.18945
46 H 3.63799 2.37260 -4.40716
47 H 5.15415 -0.67776 -5.25990
48 H 5.02534 -0.40676 -3.51205
49 H 5.44314 0.91178 -4.65039
50 H 1.16596 -0.32107 -4.90320
51 H -0.20757 0.56942 -5.09033
52 C -3.28397 0.00189 -0.22696
53 C -4.40452 -0.42431 0.73064
54 C -5.87552 -0.15851 0.20569
55 O -6.29406 -1.34001 -0.57699
56 C -7.69969 -1.37464 -1.05669
57 N -4.13619 -1.79270 1.07322
58 H -3.52356 1.05703 -0.35875
59 H -3.23451 -0.52723 -1.17863
60 H -2.28743 0.02295 0.21415
61 H -4.26768 -0.03525 1.73960
62 H -5.88492 0.72070 -0.43852
63 H -6.49859 -0.04996 1.09344
64 H -7.89715 -2.42643 -1.26370
65 H -7.79745 -0.86175 -2.01350
66 H -8.41336 -1.03593 -0.30565
67 H -4.30557 -2.42527 0.30429
68 H -4.91191 -2.12582 1.62765
69 C 0.64660 0.32220 -0.84740
70 O 0.31010 1.39894 -1.65149
71 H 1.71295 0.10390 -0.90526
72 H 0.51820 0.67790 0.17490
73 H 0.08742 -0.58664 -1.06969
74 H 0.33155 1.08865 -2.55971
75 C 2.98076 3.98611 -1.64606
76 O 2.35965 3.36969 -0.54671
77 H 2.33674 3.81160 -2.50797
78 H 3.07711 5.04755 -1.41765
79 H 3.97506 3.58165 -1.83549
80 H 2.22749 2.45101 -0.79198

Forces on the atoms, in the same order (eV/Å):
C -0.300 0.706 -0.099
C 0.687 0.557 3.296
C -0.779 -1.401 -0.035
O 0.794 2.345 -1.414
C 0.737 -1.058 0.036
N -2.675 -2.388 -2.173
H 0.842 0.303 -0.332
H 0.281 -0.763 0.752
H -0.235 -0.047 -0.067
H -0.979 -0.188 -0.390
H -0.214 0.957 0.018
H -0.168 -0.637 -0.441
H -0.014 0.476 0.198
H 0.021 -0.127 -0.239
H 0.010 0.385 -0.107
H 0.164 1.797 0.569
H 1.864 -0.974 0.212
C 1.319 -0.405 -0.398
C -2.385 -1.656 0.763
C 0.005 0.662 2.247
O -0.531 -1.072 1.294
C 0.613 0.522 -0.771
N 0.925 0.464 -1.282
H -0.107 -0.231 -0.461
H 0.102 0.020 0.038
H -0.325 0.405 0.059
H 0.211 -0.214 -0.281
H -0.093 0.671 -0.438
H 0.789 -0.265 -0.407
H -0.109 -0.401 0.120
H -0.319 0.443 -0.424
H -0.001 0.243 0.047
H -0.069 0.968 -0.527
H -0.039 -0.077 0.410
C 0.601 -0.585 -0.002
C -0.629 1.337 1.078
C -1.519 -1.374 -2.526
O -3.143 1.829 1.758
C 1.995 -0.081 -1.691
N 0.604 0.187 0.884
H 0.294 -0.675 0.377
H -0.035 0.274 -0.085
H 0.084 -0.067 -0.306
H 1.275 -0.567 -0.214
H 0.040 -0.134 0.083
H -0.066 0.114 -0.017
H 0.560 -0.346 0.341
H -0.782 0.083 0.367
H 0.596 0.103 0.458
H 0.004 -0.123 -0.111
H 0.053 0.109 -0.186
C -0.717 1.622 0.653
C 0.303 -1.103 -0.648
C 0.684 -1.621 -0.654
O -0.837 1.116 0.480
C 1.703 -0.342 0.368
N -0.735 -1.921 0.246
H 0.301 0.251 -0.881
H -0.332 -0.005 0.118
H -0.078 -0.500 0.247
H -0.214 1.394 -0.267
H -0.219 0.183 0.131
H -0.379 0.129 -0.151
H 0.076 0.001 0.153
H -0.004 0.409 0.204
H 0.141 0.246 -0.001
H 0.465 0.163 -0.883
H -0.114 0.030 0.920
C 0.627 -0.039 0.705
O -0.301 0.697 -0.329
H 0.290 -0.350 -0.181
H -0.388 -0.426 0.262
H -0.128 -0.018 0.253
H 0.006 -0.098 -0.859
C -0.156 0.111 -0.212
O 0.117 -0.276 0.961
H 0.222 0.396 -0.357
H -0.088 -0.052 -0.178
H 0.139 -0.029 -0.060
H -0.344 -0.068 -0.023

<S²> = 0.75
multiplicity = 2
highest occupied orbital energy (spin up / spin down) = -11.42 / -11.40 eV
charge = +1
HOMO-LUMO gap (spin up / spin down) = 0.3141 / 0.0931 Eh

No. 2
C4H6NOPS | ωB97M-V with the def2-TZVPD basis set

Cartesian coordinates (Å):
1 C 0.29765 1.07085 -0.93245
2 C 0.88457 0.52361 -1.98587
3 C 0.69792 -1.02298 0.02739
4 C -1.59224 0.34935 1.57386
5 N 0.24919 0.20943 0.18778
6 O -0.19929 0.61765 1.39110
7 P 1.18226 -1.37586 -1.66638
8 S 0.84282 -2.14803 1.44985
9 H -0.11613 1.98358 -0.61950
10 H 0.99031 0.82674 -2.98329
11 H -1.82248 -0.79269 1.41535
12 H -2.27164 1.03256 1.02386
13 H -1.65091 0.32254 2.58707
14 H 2.50798 -1.59676 -1.46878

Forces on the atoms, in the same order (eV/Å):
C 0.440 -1.189 0.911
C 0.545 -2.335 0.389
C 0.804 -3.075 4.013
C -0.202 -2.806 -2.368
N 0.134 -0.858 -1.014
O -0.269 0.890 -0.105
P -2.275 1.953 -0.356
S -0.316 1.942 -3.071
H -0.422 1.501 -0.682
H 0.008 1.025 -0.883
H 0.477 2.097 -0.628
H 0.518 -0.407 0.431
H -0.719 0.957 3.089
H 1.278 0.306 0.274

multiplicity = 1
highest occupied orbital energy = -8.02 eV
HOMO-LUMO gap = 0.2895 Eh
relative energy (zero: lowest compared OMol25 entry of this formula, charge and spin) = 85.1 kcal/mol

No. 3
C5H21N2O3 | ωB97M-V with the def2-TZVPD basis set

Cartesian coordinates (Å):
1 N 1.08835 -1.59914 -2.15009
2 C 0.54539 -0.18604 -2.30504
3 C -0.68129 0.09912 -1.41032
4 N -0.41982 -0.08100 0.01447
5 C 0.17899 1.07511 0.67702
6 C 0.84821 0.70213 2.00659
7 C -0.15110 0.24893 3.07075
8 H 1.42273 -1.87699 -1.19066
9 H 0.37012 -2.29866 -2.37416
10 H 1.86539 -1.73732 -2.79903
11 H 1.35073 0.48865 -2.03069
12 H 0.27999 -0.04610 -3.34970
13 H -1.01468 1.12796 -1.58374
14 H -1.54205 -0.51092 -1.70309
15 H -1.30676 -0.37683 0.48320
16 H -0.58361 1.85266 0.84994
17 H 0.91485 1.47934 -0.01732
18 H 1.39990 1.56481 2.37671
19 H 1.55168 -0.10506 1.79192
20 H -0.83166 1.05963 3.35108
21 H 0.32717 -0.08871 3.98296
22 H -0.81059 -0.54955 2.71582
23 H -3.64375 -0.04888 1.04340
24 H -3.41066 -1.57394 1.08221
25 O -3.03275 -0.74273 0.74657
26 H 1.06055 3.71529 -1.72924
27 H -0.45532 3.77204 -1.81341
28 O 0.27629 3.13636 -1.69607
29 H 2.12755 -3.18578 0.92358
30 H 0.81821 -2.39559 0.76185
31 O 1.45795 -2.91879 0.27449

Forces on the atoms, in the same order (eV/Å):
N -0.523 0.043 0.135
C -0.028 0.035 0.732
C 0.203 -1.383 -0.848
N -1.921 2.968 -0.065
C 1.722 -0.882 -0.071
C -0.518 -0.433 0.451
C -0.582 0.226 -0.199
H 0.038 0.112 -0.235
H 0.157 0.076 -0.168
H 0.036 -0.064 -0.035
H 0.112 0.055 -0.194
H 0.013 0.057 0.029
H 0.466 0.195 0.138
H 0.231 -0.249 0.194
H 0.143 -0.964 0.351
H -0.338 -0.305 -0.169
H -0.162 0.253 0.067
H 0.105 0.005 -0.213
H 0.242 0.158 0.079
H 0.196 0.056 -0.017
H 0.179 -0.069 0.013
H 0.174 -0.159 0.043
H 0.114 -0.234 -0.087
H 0.138 0.297 -0.136
O -0.065 0.018 0.193
H -0.313 -0.346 -0.025
H 0.352 -0.358 -0.006
O -0.069 0.723 -0.039
H -0.060 -0.039 -0.193
H -0.147 -0.206 0.536
O 0.104 0.414 -0.262

<S²> = 0.75
multiplicity = 2
highest occupied orbital energy (spin up / spin down) = -18.24 / -18.24 eV
charge = +2
HOMO-LUMO gap (spin up / spin down) = 0.4412 / 0.2566 Eh
relative energy (zero: lowest compared OMol25 entry of this formula, charge and spin) = 0.0 kcal/mol